(1)
{
  "formula": "C3H3N9",
  "method": "ωB97M-V with the def2-TZVPD basis set",
  "e_tot_ev": -16567.5020,
  "charge": -2,
  "e_lumo_ev": 6.8,
  "smiles": "CN(c1nnn[n-]1)c1nnn[n-]1",
  "multiplicity": 1,
  "orbital_gap_ev": 7.302,
  "symbols": ["C", "C", "C", "N", "N", "N", "N", "N", "N", "N", "N", "N", "H", "H", "H"],
  "coordinates": [[1.174144, -0.748875, 0.071375], [-0.647994, 0.840801, 0.667054], [-0.431294, 0.454237, -1.647708], [0.632993, -1.975812, 0.074517], [-1.436128, 1.374165, 2.519727], [2.501749, -0.674727, 0.244570], [-0.306429, 0.994705, 1.947384], [-1.943722, 1.033039, 0.471410], [1.736858, -2.742317, 0.134726], [-2.401362, 1.439099, 1.644732], [2.809428, -2.005945, 0.239785], [0.233176, 0.501410, -0.356067], [-1.580356, 0.299107, -1.459783], [-0.267216, 1.456726, -2.201305], [-0.073850, -0.245612, -2.350417]],
  "atomic_forces_ev_per_a": [[-2.637, 2.907, -1.262], [0.092, -0.551, 0.289], [-1.931, 1.764, 0.233], [1.417, 0.916, -0.713], [-0.649, 0.492, 0.968], [-1.591, -1.318, -0.993], [0.449, 0.153, -0.578], [-0.073, 0.727, -0.898], [0.043, -0.246, 0.493], [-0.455, -0.259, 0.976], [0.407, 0.260, 0.420], [2.586, -2.740, 1.195], [2.135, 0.281, -0.730], [-0.512, -1.067, 0.901], [0.719, -1.319, -0.301]],
  "nbo_charge": [0.417, 0.381, -0.408, -0.412, -0.197, -0.400, -0.400, -0.455, -0.193, -0.213, -0.205, -0.470, 0.225, 0.147, 0.185]
}


(2)
{
  "formula": "C12H23CeN2O2P2",
  "method": "ωB97M-V with the def2-TZVPD basis set",
  "e_tot_ev": -51379.8369,
  "charge": 2,
  "e_lumo_ev": [-9.1, -11.3],
  "multiplicity": 2,
  "orbital_gap_ev": [6.988, 4.855],
  "symbols": ["Ce", "P", "C", "C", "N", "C", "C", "C", "C", "C", "P", "H", "H", "H", "H", "H", "H", "H", "H", "O", "H", "H", "O", "H", "C", "H", "H", "H", "C", "H", "H", "H", "C", "H", "H", "H", "C", "H", "H", "H", "N", "C"],
  "coordinates": [[0.305677, -0.379722, 1.588012], [0.968179, -2.522318, -0.189162], [0.971071, -1.601891, -1.807458], [0.161499, -0.318930, -1.873991], [-0.449400, 0.222867, -0.784485], [-1.415568, 1.161035, -0.998493], [-1.628007, 1.718042, -2.258936], [-0.840315, 1.310958, -3.327311], [0.058781, 0.275814, -3.127873], [-2.365066, 1.583804, 0.113741], [-1.690189, 1.624338, 1.839228], [0.684058, -0.115629, -3.930704], [-2.401001, 2.480633, -2.369006], [-0.932233, 1.786482, -4.299252], [-2.764184, 2.587110, -0.105228], [-3.215802, 0.877718, 0.153191], [2.006513, -1.405816, -2.072921], [0.594136, -2.320030, -2.558860], [5.127762, 2.061967, 0.142473], [5.698146, 1.554599, -0.444918], [5.152038, 1.401662, -1.234799], [1.106215, -1.823230, 2.434066], [1.400230, 0.470303, 3.100940], [1.794948, 0.818936, 3.913332], [-0.821104, 3.236122, 1.863048], [-1.547769, 4.049995, 1.752108], [-0.303830, 3.337200, 2.826270], [-0.074874, 3.299469, 1.061970], [-3.181614, 2.004894, 2.792976], [-2.948566, 1.864380, 3.855441], [-3.503746, 3.040452, 2.627424], [-3.987599, 1.314426, 2.518679], [0.218252, -4.108875, -0.669884], [0.733011, -4.562807, -1.526067], [0.277365, -4.781128, 0.195179], [-0.840820, -3.957478, -0.902609], [2.741997, -2.987663, -0.108374], [2.903477, -3.526113, 0.834926], [3.016698, -3.627343, -0.959809], [3.357727, -2.076554, -0.101468], [-2.676358, -2.272130, 0.880611], [-1.689732, -1.695546, 1.157994]],
  "atomic_forces_ev_per_a": [[-1.115, 3.466, -0.142], [1.344, -1.958, -1.311], [-0.432, 0.526, 0.568], [0.066, 0.584, -0.452], [-0.369, -0.504, -0.266], [-0.127, 0.384, -0.096], [0.050, -0.046, 0.281], [0.091, 0.177, 0.067], [0.005, -0.299, 0.129], [0.239, -0.196, 0.140], [-0.722, 1.172, -0.832], [-0.339, 0.105, 0.074], [0.269, -0.280, -0.065], [-0.033, -0.102, 0.112], [0.062, -0.369, 0.042], [0.325, 0.175, -0.165], [0.196, 0.054, 0.057], [-0.029, 0.344, 0.350], [0.187, 0.125, 0.007], [-0.646, -0.273, -0.308], [0.450, 0.171, 0.284], [1.166, -2.458, 0.292], [-0.687, -0.649, -0.823], [0.009, -0.028, -0.023], [0.428, -0.189, 0.211], [0.173, -0.193, -0.034], [-0.118, 0.123, -0.237], [-0.103, 0.043, 0.127], [-0.151, -0.535, 0.557], [-0.215, 0.109, -0.159], [0.171, -0.260, -0.082], [0.159, 0.110, 0.130], [-0.791, -0.014, 0.802], [0.092, 0.339, 0.221], [-0.037, 0.019, -0.237], [0.131, -0.062, 0.039], [-0.032, 0.314, 0.632], [0.123, 0.036, -0.313], [-0.141, 0.254, 0.221], [0.008, -0.323, -0.010], [1.723, 1.019, 0.410], [-1.376, -0.912, -0.199]],
  "mulliken_spin": [0.294, 0.165, 0.057, -0.009, 0.020, 0.000, 0.000, 0.000, 0.000, 0.000, 0.010, 0.001, 0.000, 0.000, 0.000, 0.000, 0.002, 0.006, 0.000, 0.000, 0.000, 0.404, 0.028, 0.000, 0.000, 0.000, 0.000, 0.000, 0.002, 0.000, 0.000, 0.000, 0.003, 0.006, 0.000, -0.002, 0.005, -0.001, 0.003, 0.000, 0.012, -0.006]
}


(3)
{
  "formula": "C11H19N2OP",
  "method": "ωB97M-V with the def2-TZVPD basis set",
  "e_tot_ev": -26029.4123,
  "e_lumo_ev": 0.6,
  "smiles": "Cc1ccccc1[P@](=O)(NN)C(C)(C)C",
  "multiplicity": 1,
  "orbital_gap_ev": 9.078,
  "symbols": ["C", "C", "C", "C", "C", "C", "C", "C", "C", "C", "C", "N", "N", "O", "P", "H", "H", "H", "H", "H", "H", "H", "H", "H", "H", "H", "H", "H", "H", "H", "H", "H", "H", "H"],
  "coordinates": [[3.696268, 0.098495, -1.006072], [2.868640, -0.947025, -1.418927], [3.395646, 0.696667, 0.206535], [1.790768, -1.301741, -0.674341], [2.229389, 0.474930, 0.878922], [1.359003, -0.489012, 0.387155], [1.766180, 1.436526, 1.928946], [-1.177664, 0.004166, -1.926867], [-2.874967, 0.444684, -0.251801], [-0.888477, 1.875572, -0.088074], [-1.374795, 0.466867, -0.440851], [-0.637109, -3.391380, 1.420713], [-0.794472, -2.702678, 0.245725], [-0.871814, -0.477395, 2.187392], [-0.462279, -0.689560, 0.798591], [4.648077, 0.198454, -1.443220], [2.880651, -1.227940, -2.467521], [4.004285, 1.545291, 0.502646], [1.213653, -2.186566, -0.880717], [1.452897, 2.351145, 1.394150], [1.011724, 0.848453, 2.627212], [2.558091, 1.975928, 2.426930], [-1.776004, -0.847621, -1.909447], [-1.462719, 0.692563, -2.640889], [-0.143189, -0.301180, -2.103687], [-3.196971, 0.745338, 0.796525], [-3.340270, -0.503118, -0.545612], [-3.515945, 1.164560, -0.974823], [-0.695165, 1.973450, 0.904989], [0.046676, 2.008846, -0.638237], [-1.651192, 2.591862, -0.438653], [0.283716, -3.488153, 1.794661], [-1.079192, -2.906049, 2.280466], [-1.744451, -2.695737, 0.014923]],
  "atomic_forces_ev_per_a": [[-0.938, -1.479, 1.459], [0.547, 1.018, -1.395], [1.393, 1.026, -0.926], [-1.254, 0.080, 0.809], [-1.456, 0.648, 0.297], [-0.718, -1.268, 0.067], [-0.975, -0.495, 0.713], [2.313, -0.449, 3.092], [-2.809, 1.162, 0.313], [-0.144, -0.523, -3.671], [-0.104, -0.095, -0.474], [-2.071, -0.146, 3.585], [3.003, 3.992, 0.561], [-0.257, 0.051, 1.127], [0.143, -1.989, -2.931], [0.787, 0.795, -0.901], [0.690, -0.929, 0.238], [0.216, -0.223, 0.345], [-0.357, 0.065, -0.558], [-1.259, -0.627, 0.157], [1.371, 2.082, -1.274], [0.725, -0.862, 0.907], [-0.945, -1.637, -0.940], [-0.831, 1.601, -1.311], [-0.066, 0.103, -0.151], [0.386, -0.570, -1.189], [0.222, -0.209, 0.562], [2.019, -1.062, 1.403], [0.254, 0.500, 2.910], [0.025, 0.467, 0.095], [0.489, -0.092, 0.200], [1.172, -0.046, -0.999], [0.222, -0.741, -1.810], [-1.792, -0.146, -0.313]],
  "nbo_charge": [-0.183, -0.234, -0.210, -0.181, -0.004, -0.404, -0.674, -0.603, -0.629, -0.618, -0.343, -0.660, -0.635, -1.105, 1.896, 0.216, 0.217, 0.206, 0.249, 0.229, 0.266, 0.228, 0.204, 0.214, 0.216, 0.233, 0.207, 0.216, 0.221, 0.210, 0.218, 0.351, 0.337, 0.346]
}


(4)
{
  "formula": "C2H2N2O2",
  "method": "ωB97M-V with the def2-TZVPD basis set",
  "e_tot_ev": -9178.6512,
  "e_lumo_ev": 0.6,
  "multiplicity": 1,
  "orbital_gap_ev": 10.538,
  "symbols": ["O", "C", "N", "O", "C", "N", "H", "H"],
  "coordinates": [[-1.409865, 0.683993, 1.000989], [-0.322486, 0.581526, 0.267456], [0.887790, 0.552482, 0.757960], [1.237377, -0.660528, 0.032505], [0.476775, -0.682940, -1.081822], [-0.512629, 0.135083, -1.051270], [-1.153152, 0.787972, 1.929900], [0.792695, -1.390776, -1.849333]],
  "atomic_forces_ev_per_a": [[-0.525, 1.608, 0.037], [-0.766, 0.410, -0.336], [-1.401, -2.031, 0.376], [2.306, 0.486, -1.743], [0.554, -0.060, 0.560], [0.030, -0.750, 1.012], [0.072, 0.033, -0.120], [-0.270, 0.304, 0.214]],
  "nbo_charge": [-0.617, 0.635, -0.272, -0.334, 0.375, -0.501, 0.506, 0.208]
}